(1)
Density functional theory data (ωB97M-V with the def2-TZVPD basis set) for one molecule with the formula C2H7N3 at a distorted geometry.

The geometry in XYZ format:
```
12
Properties=species:S:1:pos:R:3:lowdin_charge:R:1
C -2.4341 -0.1504 0.0765 -0.201
C -0.0001 -0.2052 -0.1655 -0.314
H -3.2660 0.6799 -0.1244 0.080
H -2.8038 -0.6068 1.1390 0.098
H -2.4699 -0.9758 -0.8772 0.113
H 0.0225 -1.2522 -0.4973 0.127
H 1.0463 1.3680 0.3089 0.143
H 3.0386 0.2284 -0.3267 0.102
H 2.4667 -0.4025 1.1505 0.100
N -1.0921 0.3689 0.0550 -0.086
N 1.1834 0.4626 -0.1857 -0.136
N 2.2760 -0.3894 0.0966 -0.026
```

Results
- energy (eV) = -6655.21767
- SMILES = C/N=C/NN

(2)
Density functional theory data (ωB97M-V with the def2-TZVPD basis set) for a 2-piece molecular cluster, C6H14O overall at a distorted geometry.

The geometry in XYZ format:
```
21
Properties=species:S:1:pos:R:3:lowdin_charge:R:1
C 1.7839 -1.1029 0.0283 -0.113
C 1.3098 -0.9622 -1.3995 -0.279
C -0.1760 -1.0138 -1.9200 -0.204
C -1.1934 -0.2477 -0.9861 -0.188
C 0.0785 2.0704 -1.3015 -0.025
C -1.0000 1.3167 -1.0725 -0.172
H 2.8447 -0.9586 -0.0843 0.074
H 1.4444 -0.3515 0.6004 0.021
H 1.4941 -2.0942 0.4213 0.090
H 1.7973 -1.7652 -2.0641 0.125
H 1.7080 0.0399 -1.6489 0.064
H -0.0925 -0.4552 -2.8555 0.098
H -0.6663 -2.0066 -2.0455 0.105
H -2.2253 -0.5866 -1.1459 0.092
H -0.8975 -0.5260 0.0936 0.119
H 1.0853 1.5698 -1.4461 0.051
H 0.0596 3.1470 -1.3047 0.043
H -1.8717 1.9784 -0.7674 0.099
H -1.1897 1.0899 6.3282 0.009
H -2.6369 0.5947 6.3424 0.095
O -1.6563 0.2637 6.2279 -0.104
```

Results
- energy (eV) = -8494.49979
- SMILES = C=CCCCC.O

(3)
Density functional theory data (ωB97M-V with the def2-TZVPD basis set) for one molecule with the formula C4H7NO2.

The geometry in XYZ format:
```
14
Properties=species:S:1:pos:R:3:lowdin_charge:R:1
O -1.4374 0.6518 1.0210 -0.016
C -0.0512 0.4102 0.8806 -0.376
C 0.3096 -1.0547 0.7698 -0.110
O 0.1609 -1.5976 -0.5826 -0.037
C -0.2942 -0.7482 -1.5369 -0.232
N -0.2066 0.5176 -1.5376 0.052
C 0.5138 1.0584 -0.3831 -0.167
H -1.7483 1.1350 0.2425 0.093
H 0.4405 0.6864 1.8236 0.148
H 1.3746 -1.1327 1.0194 0.129
H -0.2805 -1.6248 1.5048 0.137
H -0.7851 -1.2528 -2.3752 0.134
H 1.5801 0.8038 -0.4625 0.129
H 0.4239 2.1477 -0.3837 0.116
```

Results
- energy (eV) = -9845.64906
- SMILES = O[C@@H]1CN=COC1

(4)
Density functional theory data (ωB97M-V with the def2-TZVPD basis set) for a 2-piece molecular cluster, HI2PS2 overall at a distorted geometry.

The geometry in XYZ format:
```
6
Properties=species:S:1:pos:R:3:lowdin_charge:R:1
P -0.6883 -1.7488 1.5299 -0.382
S 0.4448 -0.1542 0.9285 0.294
S -0.2427 -2.3144 3.3399 0.186
I -0.2001 -3.5005 -0.2840 0.324
I -3.2771 -0.2322 -0.9851 -0.199
H -0.6808 0.4344 0.3811 -0.223
```

Results
- energy (eV) = -47175.54890

(5)
Density functional theory data (ωB97M-V with the def2-TZVPD basis set) for one molecule with the formula C3H4S2 at a distorted geometry.

The geometry in XYZ format:
```
9
Properties=species:S:1:pos:R:3:lowdin_charge:R:1
C -0.3120 1.0026 -0.5191 -0.639
C -0.5728 -0.1019 0.4585 -0.321
C 0.7472 -0.8552 0.3283 -0.694
H 0.1334 2.0026 -0.4014 0.050
H -0.7355 0.1415 1.4772 0.091
H -1.4125 -0.6860 0.0270 0.109
H 0.8719 -1.4969 -0.5791 0.060
S -0.7650 0.8773 -2.1016 0.667
S 2.0453 -0.8840 1.3102 0.677
```

Results
- energy (eV) = -24844.29833
- SMILES = S=CCC=S

(6)
Density functional theory data (ωB97M-V with the def2-TZVPD basis set) for C4H11N3O as an isolated structure at a distorted geometry.

The geometry in XYZ format:
```
19
Properties=species:S:1:pos:R:3:lowdin_charge:R:1
C -0.8307 1.4448 -0.8274 -0.089
C -0.9530 0.5910 0.4626 -0.462
C -1.3061 -0.8088 0.1684 -0.340
C 1.3561 -0.0080 1.0101 -0.200
H -1.7540 1.2150 -1.5196 0.078
H -1.0719 2.7797 -0.8878 0.174
H 0.1074 1.1727 -1.3107 0.025
H -1.8635 1.0747 1.0524 0.145
H -1.0809 -1.5868 0.8746 0.103
H -0.7265 -1.1943 -0.6901 0.096
H -3.4285 0.1190 0.1378 0.197
H -2.8081 -0.9711 -1.4838 0.126
H 2.2701 -0.1548 1.6739 0.136
H 0.9038 0.0401 -0.9782 0.118
H 3.4395 -1.0414 -0.8343 0.133
N -2.7656 -1.0153 -0.2757 -0.094
N 0.2596 0.5885 1.3159 0.063
N 1.5305 -0.6602 -0.3015 -0.050
O 2.9055 -0.1446 -0.7609 -0.159
```

Results
- energy (eV) = -10837.30891

(7)
Density functional theory data (ωB97M-V with the def2-TZVPD basis set) for an isolated ion of composition C4H7IN and charge +1 at a distorted geometry.

The geometry in XYZ format:
```
13
Properties=species:S:1:pos:R:3:lowdin_charge:R:1
C -0.3330 0.9519 -0.9287 0.012
C 1.3722 -0.1576 -0.4973 0.087
C -0.3096 0.0714 1.2960 -0.097
C -0.9117 -0.1460 0.0221 -0.916
N 0.3710 -0.7875 0.3883 -0.065
I -2.6887 -1.1408 -0.3899 1.048
H -0.4471 1.9089 -0.4010 0.096
H -0.5292 0.9887 -1.9920 0.087
H 1.4213 -0.8095 -1.3479 0.106
H 2.3489 0.1504 -0.1744 0.111
H 0.2135 1.0749 1.3228 0.166
H -0.8334 -0.2708 2.1726 0.143
H 0.3257 -1.8342 0.5295 0.222
```

Results
- energy (eV) = -13837.64018
- spin multiplicity = 3
- <S²> = 2.007
- total charge = +1

(8)
Density functional theory data (ωB97M-V with the def2-TZVPD basis set) for a 2-piece molecular cluster, CHFI2S overall at a distorted geometry.

The geometry in XYZ format:
```
6
Properties=species:S:1:pos:R:3:lowdin_charge:R:1
C 0.1846 -0.6623 -0.3896 -1.281
F -0.9472 -0.4458 -1.0577 -0.136
S 0.2977 0.3002 1.1349 0.542
I 0.5240 -2.7687 -0.0441 0.806
I -0.9082 3.8520 1.5673 0.004
H 0.8491 -0.2754 -1.2108 0.066
```

Results
- energy (eV) = -30803.45421

(9)
Density functional theory data (ωB97M-V with the def2-TZVPD basis set) for one molecule with the formula CClNO5 at a distorted geometry.

The geometry in XYZ format:
```
8
Properties=species:S:1:pos:R:3:lowdin_charge:R:1
C -0.6445 -0.2616 -0.1640 -0.556
N 1.3572 0.7351 0.8052 -0.378
O 1.4629 1.7889 1.2654 0.213
O -0.2404 0.2357 -1.1696 0.086
O 2.0571 0.0013 0.2495 0.202
O -1.6750 -1.2168 -0.2384 -0.410
O -0.0467 0.1547 1.0551 0.078
Cl -2.2706 -1.4372 -1.8032 0.764
```

Results
- energy (eV) = -25277.04240
- spin multiplicity = 3
- <S²> = 2.007

(10)
Density functional theory data (ωB97M-V with the def2-TZVPD basis set) for one molecule with the formula C22H23N5O3.

The geometry in XYZ format:
```
53
Properties=species:S:1:pos:R:3:lowdin_charge:R:1
C -7.4528 -3.2610 0.3627 -0.081
H -7.1261 -3.7630 -0.5530 0.097
O -7.3245 -1.8619 0.2580 -0.075
C -6.0952 -1.3321 0.0533 -0.271
C -4.9143 -2.0625 -0.0547 -0.004
C -3.7188 -1.4046 -0.2651 -0.005
C -3.6588 -0.0171 -0.3546 -0.144
C -4.8471 0.7082 -0.2617 -0.026
C -6.0451 0.0605 -0.0632 0.006
H -6.9707 0.6102 0.0010 0.121
H -4.8576 1.7826 -0.3804 0.111
C -2.3258 0.5944 -0.5918 -0.420
O -1.4186 -0.0066 -1.1328 0.081
N -2.1845 1.8663 -0.1030 0.161
C -1.1020 2.7150 -0.3478 -0.237
C -1.1233 4.0029 -0.8511 -0.010
C 0.2198 4.3887 -0.8670 -0.145
N 0.9927 3.4254 -0.4091 0.087
N 0.1898 2.4139 -0.0846 -0.057
C 0.7592 1.2146 0.4821 -0.267
H -0.0645 0.5655 0.7921 0.145
C 1.6266 1.5731 1.6911 -0.104
H 2.3828 2.2921 1.3742 0.118
C 2.2998 0.3150 2.2351 -0.129
N 3.0712 -0.3377 1.1995 -0.044
C 4.4217 -0.3182 1.2661 -0.428
O 5.0303 0.1691 2.2018 0.075
C 5.1559 -0.9791 0.1415 -0.135
C 5.9883 -0.2361 -0.6880 -0.002
C 6.7169 -0.8922 -1.6662 -0.053
C 6.5915 -2.2695 -1.7676 -0.150
N 5.8196 -2.9878 -0.9693 0.065
C 5.1265 -2.3612 -0.0383 -0.104
H 4.5183 -2.9898 0.5998 0.124
H 7.1355 -2.8298 -2.5166 0.103
H 7.3690 -0.3479 -2.3313 0.102
H 6.0572 0.8347 -0.5628 0.124
C 2.2910 -0.7234 0.0476 -0.132
H 2.9300 -1.2071 -0.6910 0.119
C 1.6093 0.4971 -0.5701 -0.103
H 0.9677 0.1806 -1.3922 0.109
H 2.3576 1.1967 -0.9462 0.122
H 1.5261 -1.4406 0.3685 0.135
H 2.9850 0.5654 3.0469 0.123
H 1.5430 -0.3876 2.6033 0.131
H 1.0187 2.0340 2.4713 0.123
H 0.6449 5.3171 -1.1919 0.098
H -1.9790 4.5658 -1.1624 0.094
H -3.0160 2.3314 0.2304 0.133
H -2.8010 -1.9648 -0.3625 0.121
H -4.9164 -3.1383 0.0181 0.106
H -6.8895 -3.6527 1.2153 0.097
H -8.5142 -3.4475 0.5164 0.095
```

Results
- energy (eV) = -36780.77716
- SMILES = COc1ccc(C(=O)Nc2ccnn2C2CCN(C(=O)c3cccnc3)CC2)cc1

In order of appearance, energy relative to the best compared isomer or geometry (same formula, charge and spin) = 2.738; 2.393; 1.631; 2.511; 1.343; 7.902; 3.092; 3.296; 0.235; 1.721 eV.